The following is a DFT calculation (ωB97M-V with the def2-TZVPD basis set) of a structure of composition C40H42ClN3P2PdSi.

Output
E = -3273.54105 Eh
total charge = +2
energy relative to the best compared isomer or geometry (same formula, charge and spin) = 27.0 kcal/mol
molar mass = 796.7 g/mol

XYZ file:
```
90
Properties=species:S:1:pos:R:3:mulliken_charge:R:1
Pd 0.60 -0.43 0.27 -0.29
N -1.73 -0.15 -1.49 0.22
P -1.18 1.10 -0.46 0.81
C -2.39 1.17 0.87 0.44
C -1.93 1.13 2.18 -0.33
C -2.83 1.16 3.23 -0.68
C -4.19 1.22 2.97 -0.52
C -4.66 1.26 1.66 -0.88
C -3.76 1.24 0.60 -0.52
C -1.48 2.64 -1.37 1.16
C -1.54 3.81 -0.61 -0.65
C -1.81 5.02 -1.22 -0.76
C -2.04 5.08 -2.59 -0.63
C -1.99 3.92 -3.35 -0.82
C -1.71 2.70 -2.74 -0.58
P -1.06 -1.53 -0.78 0.75
C -2.41 -2.33 0.07 0.41
C -3.43 -2.96 -0.65 -0.52
C -4.55 -3.44 0.02 -0.79
C -4.66 -3.28 1.40 -0.71
C -3.66 -2.63 2.11 -1.07
C -2.54 -2.15 1.45 -0.72
C -0.44 -2.57 -2.09 1.27
C -0.68 -3.95 -2.13 -0.48
C -0.10 -4.72 -3.13 -0.79
C 0.71 -4.13 -4.08 -0.59
C 0.97 -2.76 -4.04 -0.81
C 0.40 -1.99 -3.04 -0.74
H -1.89 -0.08 -2.49 0.40
H -0.87 1.04 2.38 0.45
H -2.48 1.13 4.25 0.45
H -4.90 1.24 3.79 0.44
H -5.72 1.31 1.46 0.47
H -4.12 1.27 -0.42 0.43
H -1.42 3.76 0.47 0.49
H -1.89 5.92 -0.62 0.51
H -2.27 6.02 -3.06 0.45
H -2.18 3.95 -4.41 0.46
H -1.69 1.81 -3.36 0.28
H -3.36 -3.08 -1.72 0.52
H -5.33 -3.94 -0.54 0.47
H -5.53 -3.66 1.91 0.47
H -3.75 -2.50 3.18 0.49
H -1.77 -1.63 1.99 0.90
H -1.31 -4.41 -1.38 0.44
H -0.29 -5.78 -3.16 0.44
H 1.16 -4.73 -4.86 0.43
H 1.61 -2.31 -4.78 0.47
H 0.62 -0.92 -2.99 0.29
C 4.23 1.74 -0.07 -1.42
C 4.09 0.24 -0.15 0.58
C 5.18 -0.51 -0.52 -0.72
C 5.05 -1.89 -0.62 -0.71
C 3.85 -2.48 -0.30 -0.50
C 2.80 -1.67 0.16 0.87
N 2.91 -0.32 0.16 -0.22
N 1.61 -2.13 0.63 0.13
Si 1.48 -3.51 1.71 -0.49
C 0.18 -3.18 3.01 -0.91
C 3.11 -3.69 2.61 -1.08
C 1.06 -5.06 0.77 -0.87
H 5.28 2.02 -0.03 0.52
H 3.75 2.13 0.82 0.30
H 3.81 2.22 -0.96 0.20
H 6.13 -0.03 -0.73 0.40
H 5.88 -2.50 -0.95 0.48
H 3.69 -3.55 -0.38 0.58
H 0.09 -2.12 3.25 0.20
H 0.48 -3.70 3.92 0.52
H -0.81 -3.56 2.74 0.20
H 3.40 -2.75 3.07 0.33
H 3.94 -4.05 2.00 0.36
H 2.96 -4.42 3.42 0.42
H 0.04 -5.01 0.40 0.19
H 1.14 -5.92 1.44 0.49
H 1.73 -5.23 -0.08 0.30
Cl 2.15 8.54 1.19 -0.08
C 1.94 6.91 0.82 0.62
C 1.93 6.51 -0.53 -1.01
C 1.77 5.20 -0.83 -0.13
C 1.63 4.23 0.22 1.41
C 1.50 2.91 -0.07 -1.87
C 1.63 4.67 1.59 -0.26
C 1.79 5.99 1.88 -0.96
H 2.05 7.26 -1.30 0.48
H 1.74 4.86 -1.86 0.51
H 1.54 2.54 -1.09 0.50
H 1.44 2.14 0.69 0.74
H 1.52 3.94 2.38 0.50
H 1.80 6.35 2.90 0.46
```

The following is a DFT calculation (ωB97M-V with the def2-TZVPD basis set) of a structure of composition C40H42FeNP4.

Output
<S²> = 8.7792
E = -4232.87301 Eh
spin multiplicity = 6
total charge = +2
molar mass = 716.5 g/mol

XYZ file:
```
88
Properties=species:S:1:pos:R:3:lowdin_spin:R:1
Fe 0.22 -0.05 0.22 3.57
C -0.32 2.48 2.30 0.05
P -1.09 1.95 0.63 0.07
C -2.87 2.08 1.01 0.01
C -3.42 3.23 1.57 0.00
C -4.78 3.31 1.80 0.00
C -5.60 2.25 1.44 0.00
C -5.07 1.10 0.88 0.00
C -3.70 1.01 0.68 0.00
C -0.74 3.40 -0.40 0.01
C -1.71 4.23 -0.97 0.01
C -1.30 5.30 -1.75 0.00
C 0.05 5.54 -1.98 0.00
C 1.01 4.68 -1.46 0.00
C 0.60 3.62 -0.68 0.01
C -0.58 1.30 3.12 0.30
C -1.36 1.08 4.28 0.10
C -1.52 -0.28 4.40 0.15
C -0.82 -0.87 3.29 0.28
C -0.77 -2.26 2.81 0.05
P -0.30 -2.25 0.99 0.04
C -1.64 -3.27 0.29 0.01
C -2.28 -2.84 -0.87 0.00
C -3.27 -3.62 -1.45 0.00
C -3.62 -4.83 -0.86 0.00
C -2.99 -5.25 0.30 0.00
C -2.00 -4.48 0.87 0.00
C 1.11 -3.41 0.92 0.01
C 2.13 -3.34 1.86 0.00
C 3.19 -4.23 1.78 0.00
C 3.25 -5.16 0.76 0.00
C 2.25 -5.20 -0.20 0.00
C 1.19 -4.32 -0.13 0.00
N -0.24 0.10 2.57 0.08
H -0.74 3.40 2.69 0.00
H 0.75 2.60 2.10 0.02
H -2.79 4.08 1.82 0.00
H -5.20 4.20 2.25 0.00
H -6.67 2.33 1.60 0.00
H -5.71 0.29 0.59 0.00
H -3.26 0.11 0.26 0.00
H -2.76 4.05 -0.80 0.00
H -2.04 5.95 -2.19 0.00
H 0.36 6.40 -2.56 0.00
H 2.06 4.83 -1.66 0.00
H 1.34 2.93 -0.26 0.00
H -1.75 1.84 4.93 0.00
H -2.06 -0.82 5.15 0.00
H -1.76 -2.73 2.93 0.01
H -0.05 -2.86 3.37 0.02
H -2.00 -1.88 -1.31 0.00
H -3.76 -3.30 -2.35 0.00
H -4.39 -5.44 -1.31 0.00
H -3.26 -6.19 0.75 0.00
H -1.49 -4.83 1.76 0.00
H 2.10 -2.60 2.65 0.00
H 3.99 -4.18 2.51 0.00
H 4.07 -5.87 0.71 0.00
H 2.29 -5.91 -1.01 0.00
H 0.41 -4.34 -0.88 0.00
C -0.64 0.58 -3.47 0.02
P 0.53 0.01 -2.17 0.06
C 1.12 -1.58 -2.86 0.01
C 2.04 1.01 -2.45 0.01
C 2.35 1.54 -3.69 0.00
C 3.54 2.21 -3.90 0.00
C 4.44 2.37 -2.85 0.00
C 4.14 1.86 -1.60 0.00
C 2.94 1.18 -1.39 0.01
P 2.53 0.45 0.24 0.05
C 3.73 -0.95 0.24 0.01
C 3.36 1.51 1.49 0.01
H -0.26 0.31 -4.46 0.00
H -0.78 1.65 -3.39 0.00
H -1.60 0.09 -3.33 0.00
H 1.63 -1.40 -3.81 0.00
H 0.29 -2.27 -3.02 0.00
H 1.83 -2.03 -2.16 0.00
H 1.67 1.42 -4.52 0.00
H 3.77 2.61 -4.87 0.00
H 5.36 2.90 -3.02 0.00
H 4.85 1.99 -0.80 0.00
H 4.68 -0.61 -0.18 0.00
H 3.35 -1.78 -0.35 0.00
H 3.88 -1.29 1.26 0.00
H 4.45 1.41 1.44 0.00
H 3.03 1.16 2.48 0.00
H 3.09 2.56 1.37 0.00
```

The following is a DFT calculation (ωB97M-V with the def2-TZVPD basis set) of a structure of composition C40H42NOP2Sn.

Output
<S²> = 0.7623
E = -2575.69117 Eh
spin multiplicity = 2
total charge = +2
molar mass = 733.4 g/mol

XYZ file:
```
87
Properties=species:S:1:pos:R:3:lowdin_spin:R:1
Sn 1.67 -1.96 -1.42 0.00
C -2.51 0.15 0.49 0.00
C -2.91 0.06 -0.79 0.00
C -3.08 1.18 -1.79 0.00
C -1.79 1.76 -2.42 0.00
C -0.79 2.40 -1.49 0.00
C -0.91 2.63 -0.18 0.00
C -2.18 2.70 0.62 0.00
C -2.57 1.38 1.34 0.00
C 2.17 0.11 -0.94 0.00
H -1.99 -0.69 0.95 0.00
H -3.34 -0.89 -1.16 0.00
H -3.64 1.99 -1.32 0.00
H -3.69 0.78 -2.62 0.00
H -1.29 0.97 -3.00 0.00
H -2.10 2.53 -3.14 0.00
H 0.14 2.68 -1.98 0.00
H -0.03 2.85 0.43 0.00
H -3.00 3.01 -0.03 0.00
H -2.04 3.44 1.42 0.00
H -1.88 1.19 2.17 0.00
H -3.57 1.52 1.78 0.00
H 2.62 0.06 0.04 0.00
H 1.26 0.72 -0.90 0.00
H 2.86 0.53 -1.68 0.00
P 0.13 -2.29 -8.95 0.26
P 2.06 0.27 -9.35 0.27
C -0.52 -0.71 -9.55 0.03
C 0.32 0.31 -9.85 0.03
C -0.63 -3.44 -10.19 0.05
C -1.76 -3.10 -10.96 0.01
C -2.34 -4.05 -11.81 0.00
C -1.76 -5.31 -11.97 0.01
C -0.58 -5.61 -11.29 0.00
C -0.01 -4.69 -10.41 0.01
C -0.92 -2.40 -7.44 0.03
C -0.60 -1.50 -6.41 0.02
C -1.32 -1.52 -5.22 0.00
C -2.37 -2.44 -5.06 0.03
C -2.71 -3.31 -6.10 0.00
C -1.99 -3.30 -7.30 0.02
C 2.70 1.03 -10.94 0.04
C 2.59 0.26 -12.11 0.03
C 3.00 0.77 -13.34 0.00
C 3.55 2.06 -13.42 0.03
C 3.66 2.83 -12.26 0.00
C 3.25 2.32 -11.02 0.02
C 2.14 1.73 -8.24 0.05
C 3.29 1.85 -7.44 0.01
C 3.45 2.98 -6.63 0.00
C 2.45 3.97 -6.60 0.01
C 1.29 3.81 -7.36 0.00
C 1.12 2.68 -8.16 0.01
H -1.61 -0.60 -9.60 0.01
H -0.01 1.19 -10.43 0.01
H -2.18 -2.10 -10.90 0.00
H -3.26 -3.79 -12.35 0.00
H -2.23 -6.05 -12.62 0.00
H -0.09 -6.58 -11.45 0.00
H 0.92 -4.92 -9.88 0.00
H 0.21 -0.78 -6.55 0.00
H -1.07 -0.83 -4.41 0.00
H -2.92 -2.47 -4.12 0.00
H -3.55 -4.00 -5.99 0.00
H -2.26 -3.96 -8.12 0.00
H 2.16 -0.75 -12.05 0.00
H 2.90 0.17 -14.24 0.00
H 3.87 2.46 -14.39 0.00
H 4.06 3.84 -12.31 0.00
H 3.33 2.94 -10.13 0.00
H 4.05 1.07 -7.46 0.00
H 4.36 3.10 -6.04 0.00
H 2.59 4.85 -5.98 0.00
H 0.51 4.58 -7.34 0.00
H 0.20 2.56 -8.73 0.00
O 1.26 -2.33 0.68 0.00
N 1.25 -1.68 1.88 0.00
C 0.06 -1.61 2.51 0.00
C -0.03 -0.89 3.70 0.00
C 1.12 -0.44 4.35 0.00
C 2.35 -0.70 3.74 0.00
C 2.40 -1.27 2.47 0.00
H -0.79 -2.11 2.05 0.00
H -1.01 -0.69 4.12 0.00
H 1.04 0.10 5.30 0.00
H 3.29 -0.44 4.21 0.00
H 3.34 -1.40 1.92 0.00
```